Entry 1:
ORCA calculation (ωB97M-V/def2-TZVPD) on a molecular structure, C4H16ClO4Ti.

Values from the calculation:
Spin multiplicity: 4
Molecular weight (g/mol): 211.488
⟨S²⟩: 3.752
Frontier orbital gap (alpha / beta) (eV): 3.568 / 8.880
HOMO energy (alpha / beta) (eV): -3.39 / -8.84
Energy above the lowest of the compared OMol25 structures with the same formula, charge and spin (kcal/mol): 0.0
LUMO energy (alpha / beta) (hartree): 0.0064 / 0.0015

Positions of all 26 atoms, in Å:
Ti -0.824 -0.022 -0.035
Cl -2.266 1.586 -1.615
C -0.513 -2.765 -2.020
O -1.292 -1.668 -1.562
H -0.894 -3.160 -2.960
H 0.511 -2.441 -2.231
H -0.460 -3.528 -1.241
H -2.129 -1.625 -2.035
C -1.088 2.886 1.851
O -0.789 1.493 1.803
H -2.113 3.050 2.196
H -0.413 3.456 2.490
H -1.068 3.275 0.835
H -0.676 1.180 2.712
C 1.395 1.739 -1.457
O 1.203 0.379 -1.073
H 0.738 1.970 -2.300
H 1.086 2.412 -0.659
H 2.431 1.984 -1.694
H 1.506 -0.218 -1.765
C 1.299 -1.655 1.708
O -0.116 -1.530 1.568
H 1.766 -1.338 0.774
H 1.704 -1.003 2.483
H 1.594 -2.696 1.849
H -0.593 -1.762 2.378

***

Entry 2:
ORCA calculation (ωB97M-V/def2-TZVPD) on 2 unconnected molecules or ions with the total composition C2HIN2S.

Values from the calculation:
SMILES string: [S-][N+]#CI.C#N
Spin multiplicity: 1
Molecular weight (g/mol): 212.015
Frontier orbital gap (eV): 7.459
HOMO energy (eV): -8.60
Energy above the lowest of the compared OMol25 structures with the same formula, charge and spin (kcal/mol): 0.4
LUMO energy (hartree): -0.0418

Positions of all 7 atoms, in Å:
S -0.193 2.472 0.390
N -0.902 1.121 0.299
C -1.125 -0.037 0.148
I -2.549 -1.470 0.175
C 1.572 -0.717 -0.327
N 1.895 0.099 -1.052
H 1.303 -1.469 0.367

***

Entry 3:
ORCA calculation (ωB97M-V/def2-TZVPD) on a single C9H9NO2S molecule.

Values from the calculation:
Spin multiplicity: 3
Molecular weight (g/mol): 195.243
⟨S²⟩: 2.033
Frontier orbital gap (alpha / beta) (eV): 5.863 / 5.990
HOMO energy (alpha / beta) (eV): -5.25 / -8.90
Energy above the lowest of the compared OMol25 structures with the same formula, charge and spin (kcal/mol): 77.1
LUMO energy (alpha / beta) (hartree): 0.0226 / -0.1070

Positions of all 22 atoms, in Å:
C -1.433 -2.979 0.424
C -0.511 -2.409 1.289
C -1.723 -2.314 -0.759
C 0.082 -1.196 1.014
C -1.260 -1.027 -0.936
C -0.373 -0.388 -0.067
C 1.434 2.476 0.688
C 2.287 2.458 -0.502
C -0.017 1.015 -0.467
N 0.359 1.769 0.708
O -0.422 1.543 1.684
O -1.040 1.700 -1.087
S 1.542 1.087 -1.609
H -1.664 -4.068 0.596
H -0.038 -3.096 2.009
H -2.263 -2.698 -1.590
H 0.885 -0.916 1.666
H -1.328 -0.594 -1.969
H 1.786 3.057 1.547
H 2.231 3.289 -1.175
H 3.190 2.211 -0.121
H -1.723 1.082 -1.342

***

Entry 4:
ORCA calculation (ωB97M-V/def2-TZVPD) on a molecular structure, C41H61O38P.

Values from the calculation:
Spin multiplicity: 1
Molecular weight (g/mol): 1192.875
Frontier orbital gap (eV): 9.770
HOMO energy (eV): -10.12
LUMO energy (hartree): -0.0127

Positions of all 141 atoms, in Å:
C 4.923 -0.265 5.235
C 3.807 0.542 5.857
O 3.075 1.206 4.812
P 1.557 0.756 4.633
O 0.800 0.825 5.883
C 0.931 1.911 3.386
C 0.664 1.148 2.107
O 0.576 2.066 0.968
C 0.658 1.338 -0.160
O 0.187 0.216 -0.312
O 1.323 1.984 -1.153
C 2.737 1.874 -1.022
C 3.371 0.695 -1.788
C 2.400 -0.256 -2.516
C 2.446 -1.670 -2.005
O 1.443 -2.323 -1.776
O 3.692 -2.256 -1.868
O 1.450 -0.612 3.841
C 1.596 -1.879 4.522
C 0.378 -2.350 5.287
H 4.541 -1.078 4.630
H 5.436 0.406 4.555
H 5.652 -0.581 5.967
H 3.168 -0.050 6.500
H 4.264 1.287 6.493
H 1.714 2.632 3.174
H 0.076 2.451 3.759
H -0.263 0.606 2.209
H 1.469 0.470 1.887
H 3.034 1.832 0.020
H 3.149 2.798 -1.397
H 4.085 1.083 -2.499
H 3.952 0.118 -1.083
H 1.369 0.056 -2.522
H 2.718 -0.307 -3.553
H 4.085 -2.024 -1.027
H 1.749 -2.584 3.717
H 2.484 -1.935 5.139
H -0.529 -1.877 4.946
H 0.498 -2.243 6.351
H 0.286 -3.411 5.090
C -1.553 2.454 -3.560
C -0.186 2.245 -4.157
O -0.171 3.174 -5.255
C -1.071 4.140 -4.980
O -1.196 5.158 -5.586
O -1.819 3.822 -3.904
H -1.577 2.316 -2.485
H -2.311 1.824 -4.012
H 0.610 2.518 -3.461
H -0.027 1.235 -4.503
C -4.896 -0.543 -5.915
C -4.283 -1.445 -6.967
O -2.958 -0.911 -7.089
C -2.658 -0.267 -5.944
O -1.580 0.147 -5.661
O -3.747 -0.147 -5.155
H -5.618 -1.049 -5.281
H -5.357 0.348 -6.342
H -4.214 -2.484 -6.640
H -4.800 -1.406 -7.921
C -0.213 -4.980 -1.008
C -0.833 -3.635 -0.711
O -0.664 -3.527 0.711
C 0.360 -4.319 1.074
O 0.845 -4.306 2.165
O 0.759 -5.104 0.055
H 0.255 -5.014 -1.984
H -0.928 -5.801 -0.922
H -0.302 -2.811 -1.187
H -1.885 -3.579 -0.976
C -2.274 3.614 0.102
C -3.165 4.431 1.013
O -4.240 4.797 0.138
C -4.299 3.892 -0.866
O -5.174 3.818 -1.661
O -3.213 3.079 -0.839
H -1.750 2.815 0.617
H -1.549 4.231 -0.434
H -3.569 3.844 1.840
H -2.676 5.316 1.410
C -4.111 -2.042 6.143
C -4.756 -2.767 7.306
O -3.665 -3.526 7.833
C -2.507 -2.915 7.473
O -1.438 -3.199 7.890
O -2.752 -1.932 6.569
H -4.535 -1.057 5.964
H -4.146 -2.621 5.218
H -5.115 -2.084 8.078
H -5.568 -3.423 7.005
C -2.626 6.834 -3.549
C -3.443 8.098 -3.699
O -3.696 8.464 -2.333
C -2.733 7.912 -1.566
O -2.566 8.159 -0.414
O -1.987 7.043 -2.274
H -1.892 6.696 -4.336
H -3.247 5.941 -3.485
H -2.885 8.903 -4.180
H -4.376 7.944 -4.233
C 2.649 -6.675 -5.717
C 3.101 -6.838 -4.280
O 2.188 -5.985 -3.578
C 1.074 -5.852 -4.333
O 0.068 -5.342 -3.957
O 1.257 -6.371 -5.561
H 2.779 -7.573 -6.313
H 3.136 -5.838 -6.218
H 2.979 -7.859 -3.915
H 4.127 -6.521 -4.114
C 2.956 -6.826 4.407
C 2.300 -5.465 4.451
O 2.372 -5.140 5.841
C 3.380 -5.843 6.405
O 3.806 -5.668 7.496
O 3.852 -6.770 5.527
H 3.500 -7.011 3.484
H 2.245 -7.638 4.571
H 2.848 -4.709 3.889
H 1.272 -5.472 4.115
C -2.348 8.979 2.908
C -0.961 9.560 3.071
O -0.932 9.897 4.463
C -1.840 9.121 5.106
O -1.941 9.039 6.283
O -2.612 8.452 4.216
H -2.397 8.197 2.157
H -3.095 9.739 2.677
H -0.176 8.829 2.868
H -0.792 10.441 2.458
C 3.089 -3.549 -4.911
C 1.953 -2.864 -5.643
O 2.163 -3.289 -6.994
C 2.861 -4.451 -6.971
O 3.052 -5.143 -7.911
O 3.313 -4.710 -5.718
H 2.831 -3.833 -3.894
H 4.002 -2.950 -4.894
H 0.973 -3.209 -5.312
H 1.987 -1.779 -5.574

***

Entry 5:
ORCA calculation (ωB97M-V/def2-TZVPD) on a molecular structure, C22H45Al2NO27S.

Values from the calculation:
Spin multiplicity: 1
Molecular weight (g/mol): 841.613
Net charge: +4
Frontier orbital gap (eV): 1.326
HOMO energy (eV): -19.00
Energy above the lowest of the compared OMol25 structures with the same formula, charge and spin (kcal/mol): 0.0
LUMO energy (hartree): -0.6495

Positions of all 98 atoms, in Å:
Al 1.522 -0.242 -4.034
Al -3.158 -0.013 -2.954
S -0.266 0.537 -0.896
O -0.620 -0.655 -1.646
O 0.361 0.291 0.386
O 0.703 1.250 -1.682
O -1.580 1.243 -0.830
C 4.063 -7.478 1.716
O 3.854 -6.089 1.748
C 2.603 -5.553 1.770
O 1.587 -6.200 1.733
O 2.706 -4.270 1.870
C 1.644 -3.325 2.120
H 4.002 -7.720 0.650
H 3.380 -8.042 2.350
H 5.097 -7.698 1.989
H 1.726 -2.378 1.587
H 1.474 -3.117 3.175
H 0.715 -3.722 1.706
C -2.871 3.471 6.257
O -3.260 3.235 4.894
C -2.815 2.143 4.277
O -2.149 1.224 4.773
O -3.273 2.192 3.047
C -3.476 1.008 2.276
H -3.075 4.516 6.477
H -1.790 3.309 6.281
H -3.336 2.766 6.947
H -3.534 1.221 1.212
H -4.391 0.511 2.597
H -2.615 0.347 2.377
C 0.677 3.362 1.678
O 1.223 4.568 2.217
C 0.445 5.634 2.250
O -0.775 5.610 2.012
O 1.115 6.661 2.633
C 0.453 7.961 2.814
H 1.308 2.488 1.825
H 0.519 3.399 0.598
H -0.297 3.138 2.112
H 0.005 8.110 1.832
H 1.108 8.794 3.056
H -0.372 7.965 3.525
C -3.878 -5.127 -2.237
O -3.793 -4.629 -0.906
C -3.362 -3.383 -0.731
O -3.151 -2.582 -1.614
O -3.240 -3.187 0.538
C -2.762 -1.930 1.038
H -4.125 -4.376 -2.989
H -4.717 -5.819 -2.272
H -2.923 -5.537 -2.562
H -2.857 -1.973 2.122
H -3.329 -1.028 0.800
H -1.757 -1.647 0.723
C -3.968 4.464 -4.996
O -3.584 4.978 -3.725
C -3.424 4.067 -2.733
O -3.874 2.935 -2.669
O -2.788 4.704 -1.726
C -2.569 4.018 -0.499
H -3.372 3.577 -5.214
H -3.895 5.152 -5.834
H -5.015 4.195 -4.849
H -3.373 3.342 -0.215
H -2.497 4.814 0.245
H -1.604 3.506 -0.565
C 3.738 -6.022 -1.721
O 3.489 -4.976 -2.661
C 2.345 -4.304 -2.627
O 2.078 -3.414 -3.432
O 1.514 -4.662 -1.660
C 0.519 -3.727 -1.261
H 2.875 -6.676 -1.563
H 3.809 -5.627 -0.699
H 4.662 -6.529 -1.985
H -0.335 -4.117 -0.711
H 0.027 -3.123 -2.023
H 0.976 -2.930 -0.672
C 5.450 -2.864 0.060
O 4.444 -2.508 -0.877
C 3.816 -1.302 -0.908
O 2.884 -1.137 -1.665
O 4.368 -0.439 -0.036
C 3.755 0.838 0.157
H 6.227 -2.108 -0.090
H 5.858 -3.806 -0.299
H 5.133 -2.818 1.101
H 4.449 1.408 0.771
H 2.857 0.622 0.738
H 3.517 1.349 -0.774
C -0.201 4.389 -3.287
N 1.094 4.075 -3.940
O 1.516 2.946 -3.992
O 1.707 5.031 -4.391
H -0.944 3.674 -3.632
H -0.483 5.407 -3.547
H 0.078 4.363 -2.234